9
Properties=species:S:1:pos:R:3:lowdin_charge:R:1 method="wB97M-V/def2-TZVPD" largest_force_ha_per_bohr=0.097 homo_energy_ev=-9.2 energy_ev=-15706.627 orbital_gap_ev=9.95 e_above_lowest_ev=0.730 multiplicity=1 smiles=FCCS
C -0.2538 0.1739 -0.7261 -0.549
C -0.4244 0.1306 0.7692 -0.284
H 1.8960 -0.7818 -0.2572 -0.046
H -0.4987 -0.8840 -1.0081 0.070
H -0.8326 0.7774 -1.2890 0.025
H -1.4649 -0.1025 1.1527 0.131
H 0.2245 -0.6905 1.2200 0.113
F -0.1112 1.2712 1.5255 -0.087
S 1.4651 0.1057 -1.3868 0.627